Entry 1:
The following is a quantum chemistry calculation of the molecule C6H9N, from the OMol25 dataset.

Each line ends with the natural charge from an NBO analysis.
Geometry (Å):
C (-1.374, 1.798, 0.678)  -0.621
C (-0.629, 0.628, 0.069)  -0.068
C (0.858, 0.618, -0.032)  -0.501
C (1.139, -0.751, -0.318)  -0.108
C (1.845, -1.423, -1.272)  -0.543
C (0.142, -1.469, 0.459)  0.245
N (-0.863, -0.695, 0.727)  -0.455
H (-1.348, 1.809, 1.771)  0.216
H (-0.905, 2.720, 0.323)  0.234
H (-2.415, 1.798, 0.338)  0.202
H (1.364, 1.424, -0.553)  0.206
H (-1.093, 0.394, -0.927)  0.171
H (1.863, -2.506, -1.323)  0.189
H (2.329, -0.860, -2.063)  0.203
H (0.123, -2.530, 0.695)  0.214
H (-1.733, -0.981, 1.151)  0.417

Output
net charge: 0
maximum force: 0.44 eV Å⁻¹
2S+1: 1
ΔE to the lowest compared entry with this formula, charge and spin: 352.57 kJ/mol
molecular weight: 95.14 g/mol

---

Entry 2:
The following is a quantum chemistry calculation of a cluster of 9 separate species, C14H46N8O14 in total in a non-equilibrium geometry, from the OMol25 dataset.

Each line ends with the Löwdin charge.
Geometry (Å):
N (-2.004, -7.328, 1.083)  0.163
C (-2.827, -8.027, 1.827)  -0.788
N (-3.904, -7.317, 2.151)  0.134
O (-2.789, -9.194, 2.116)  0.048
H (-1.062, -7.688, 1.039)  0.123
H (-2.299, -6.363, 1.035)  0.106
H (-4.113, -6.337, 2.026)  0.102
H (-4.451, -7.799, 2.850)  0.111
N (1.165, 1.577, -8.912)  0.161
C (0.406, 1.284, -7.937)  -0.872
N (-0.479, 2.284, -7.767)  0.146
O (0.409, 0.271, -7.415)  0.120
H (1.961, 0.966, -9.032)  0.128
H (1.175, 2.512, -9.295)  0.113
H (-0.331, 3.215, -8.131)  0.097
H (-1.187, 2.172, -7.056)  0.107
N (3.711, -4.555, -8.543)  0.161
C (4.703, -4.520, -7.724)  -0.780
N (4.318, -4.261, -6.482)  0.151
O (5.880, -4.640, -8.089)  0.005
H (2.785, -4.403, -8.171)  0.112
H (3.890, -4.835, -9.497)  0.126
H (5.188, -4.044, -6.016)  0.117
H (3.408, -3.843, -6.352)  0.107
N (-2.179, 6.525, 4.310)  0.146
C (-2.947, 7.136, 5.145)  -0.874
N (-3.348, 8.220, 4.586)  0.168
O (-3.105, 6.727, 6.231)  0.086
H (-1.618, 5.808, 4.747)  0.125
H (-2.163, 6.787, 3.335)  0.108
H (-4.038, 8.756, 5.094)  0.128
H (-3.008, 8.359, 3.645)  0.112
O (0.387, -1.050, 6.144)  -0.079
C (-0.508, -0.604, 7.184)  -0.203
C (-1.910, -1.350, 7.086)  -0.214
O (-2.512, -0.932, 5.834)  -0.095
H (0.262, -0.449, 5.406)  0.076
H (-0.070, -0.870, 8.146)  0.112
H (-0.738, 0.443, 6.987)  0.114
H (-2.511, -1.154, 7.974)  0.107
H (-1.828, -2.430, 6.962)  0.109
H (-3.407, -1.276, 5.886)  0.073
O (-1.217, -1.148, 0.270)  -0.054
C (-0.982, -0.162, -0.683)  -0.263
C (-0.374, 1.228, -0.304)  -0.235
O (0.690, 1.182, 0.646)  -0.061
H (-1.523, -0.826, 1.121)  0.092
H (-0.456, -0.633, -1.514)  0.115
H (-1.932, 0.061, -1.169)  0.105
H (-1.051, 2.012, 0.036)  0.110
H (-0.122, 1.681, -1.263)  0.107
H (1.467, 0.896, 0.161)  0.085
O (-9.235, -4.806, -1.749)  -0.054
C (-8.412, -4.887, -2.863)  -0.288
C (-8.338, -6.315, -3.418)  -0.206
O (-9.241, -6.533, -4.554)  -0.070
H (-10.143, -4.923, -2.040)  0.088
H (-8.635, -4.179, -3.661)  0.117
H (-7.450, -4.448, -2.598)  0.114
H (-8.508, -7.036, -2.619)  0.118
H (-7.269, -6.368, -3.627)  0.109
H (-10.075, -6.824, -4.178)  0.072
O (4.366, 7.649, 1.396)  -0.060
C (4.979, 8.400, 2.419)  -0.244
C (4.589, 9.938, 2.470)  -0.243
O (3.316, 10.020, 3.032)  -0.067
H (4.008, 6.823, 1.731)  0.084
H (4.919, 8.009, 3.435)  0.115
H (6.026, 8.378, 2.115)  0.103
H (4.545, 10.411, 1.488)  0.119
H (5.370, 10.415, 3.063)  0.110
H (3.416, 9.968, 3.985)  0.085
O (5.924, -0.036, 0.363)  -0.072
C (6.165, -1.053, 1.317)  -0.232
C (7.197, -0.559, 2.391)  -0.237
O (8.391, -0.084, 1.785)  -0.067
H (6.584, -0.224, -0.309)  0.081
H (5.261, -1.443, 1.787)  0.114
H (6.583, -1.864, 0.721)  0.112
H (7.463, -1.370, 3.070)  0.106
H (6.752, 0.177, 3.060)  0.113
H (8.640, 0.702, 2.277)  0.083

Output
net charge: 0
maximum force: 8.60 eV Å⁻¹
SMILES: NC(N)=O.NC(N)=O.NC(N)=O.NC(N)=O.OCCO.OCCO.OCCO.OCCO.OCCO
2S+1: 1
ΔE to the lowest compared entry with this formula, charge and spin: 603.10 kJ/mol
molecular weight: 550.56 g/mol